Record 1
{
  "formula": "C10H11N2O2S",
  "method": "ωB97M-V with the def2-TZVPD basis set",
  "symbols": ["C", "S", "C", "C", "C", "O", "O", "N", "C", "C", "C", "C", "C", "C", "N", "H", "H", "H", "H", "H", "H", "H", "H", "H", "H", "H"],
  "positions_angstrom": [[-3.1310, -0.1198, 1.3399], [-2.5002, 0.6380, -0.2232], [-1.1423, -0.3720, -0.5244], [-1.3163, -1.8699, -0.7993], [0.1401, -2.4666, -0.9336], [0.4183, -3.3565, -0.1003], [0.8618, -2.0524, -1.8599], [-0.2411, -0.2883, 1.0469], [0.6870, 0.5979, 0.6856], [1.7984, 0.9936, 1.4310], [2.6751, 1.8790, 0.8911], [2.5492, 2.3840, -0.4613], [1.5779, 1.8793, -1.2731], [0.5916, 1.0536, -0.6670], [-0.3175, 0.2761, -1.4119], [-2.2572, 0.0272, 1.9705], [-3.4931, -1.0762, 0.9523], [-3.9844, 0.4326, 1.8413], [-1.7315, -1.9047, -1.8635], [-1.8596, -2.3068, 0.0405], [-0.2105, -1.2967, 1.1819], [2.0357, 0.5466, 2.3481], [3.6352, 2.0890, 1.4252], [3.4184, 2.9475, -0.7759], [1.5691, 1.9217, -2.3209], [0.2268, -0.5564, -1.9399]],
  "fmax_ha_per_bohr": 0.09361,
  "smiles": "CSC1(CC(=O)[O-])Nc2ccccc2N1",
  "total_charge": -1,
  "relative_energy_ev": 0.0000,
  "spin_multiplicity": 1
}

***

Record 2
{
  "formula": "C10H11N3",
  "method": "ωB97M-V with the def2-TZVPD basis set",
  "symbols": ["C", "C", "C", "C", "N", "C", "C", "C", "N", "C", "C", "C", "N", "H", "H", "H", "H", "H", "H", "H", "H", "H", "H", "H"],
  "positions_angstrom": [[3.7152, -1.1151, 0.1353], [2.3398, -0.4941, 0.0897], [2.0914, 0.9059, -0.0960], [0.7567, 1.3280, -0.0678], [0.4866, 2.6920, 0.0234], [-0.3252, 0.3535, -0.0533], [-1.6564, 0.7857, -0.0040], [-2.6813, -0.1764, 0.0770], [-3.9804, 0.1535, 0.2247], [-2.3474, -1.5301, -0.0943], [-0.9582, -1.9127, -0.1501], [0.0578, -0.9841, -0.0997], [1.3550, -1.3958, 0.0564], [3.5608, -2.0050, -0.4998], [4.3819, -0.3689, -0.3229], [4.0341, -1.4251, 1.1181], [2.8682, 1.6561, 0.1170], [-0.4077, 3.0811, -0.3740], [1.3143, 3.3371, -0.0466], [-1.9381, 1.8750, 0.0424], [-4.2724, 1.1467, 0.1838], [-4.6689, -0.5694, -0.1290], [-3.0500, -2.3414, -0.0896], [-0.6759, -2.9966, -0.0405]],
  "fmax_ha_per_bohr": 0.07322,
  "smiles": "Cc1cc(N)c2cc(N)ccc2n1",
  "total_charge": 0,
  "relative_energy_ev": 0.4636,
  "spin_multiplicity": 1
}

***

Record 3
{
  "formula": "C10H11N3O",
  "method": "ωB97M-V with the def2-TZVPD basis set",
  "symbols": ["N", "C", "C", "C", "N", "C", "C", "O", "C", "C", "C", "C", "N", "C", "H", "H", "H", "H", "H", "H", "H", "H", "H", "H", "H"],
  "positions_angstrom": [[-5.0289, -1.9897, -1.0944], [-4.0396, -1.8891, -0.5537], [-2.8199, -1.7577, 0.2383], [-2.9462, -2.2323, 1.5135], [-1.9656, -2.1545, 2.4078], [-0.7693, -1.6197, 1.9841], [-0.6979, -1.0551, 0.6345], [0.3751, -0.2675, 0.4363], [0.5076, 0.0955, -0.9068], [1.7127, 1.0364, -1.1338], [1.7557, 2.5592, -0.5251], [3.1539, 2.1670, -0.1249], [2.8970, 0.7503, -0.3938], [-1.7379, -1.0456, -0.2322], [-3.8982, -2.7167, 1.6876], [0.0654, -1.5621, 2.7075], [-0.3455, 0.6545, -1.1920], [0.7104, -0.7323, -1.6250], [1.9704, 1.0351, -2.1702], [0.9990, 2.6701, 0.2488], [1.7453, 3.4460, -1.1891], [3.8757, 2.5408, -0.8921], [3.4726, 2.3563, 0.8652], [2.8354, 0.3796, 0.6099], [-1.8271, -0.6685, -1.3006]],
  "fmax_ha_per_bohr": 0.08405,
  "smiles": "N#Cc1cncc(OC[C@H]2CCN2)c1",
  "total_charge": 0,
  "relative_energy_ev": 3.4199,
  "spin_multiplicity": 1
}